Below is a structure of composition C19H35NO2P2Ru in a non-equilibrium geometry, with properties calculated with ωB97M-V/def2-TZVPD.

Summary:
- highest occupied orbital energy (spin up / spin down) (eV) = -14.2906 / -14.0797
- total charge = +2
- LUMO (spin up / spin down) (Ha) = -0.228 / -0.382
- ΔE to the lowest compared entry with this formula, charge and spin (kcal per mole) = 0.00
- multiplicity = 5
- gap between HOMO and LUMO (spin up / spin down) (eV) = 8.1 / 3.7

```
60
Properties=species:S:1:pos:R:3:lowdin_spin:R:1
P 0.8524 1.9555 -0.6160 0.088
P -0.7060 -0.5937 1.4560 0.263
C 0.5232 0.2219 -1.0604 0.103
C -0.5580 -0.6009 -0.3444 0.124
H 1.4663 -0.3365 -1.1221 0.000
H 0.1744 0.3829 -2.0801 0.016
H -1.5453 -0.4559 -0.8042 0.000
H -0.3015 -1.6536 -0.4350 0.020
C 0.5594 -1.6623 2.1821 0.059
H 0.3085 -1.7842 3.2454 0.001
H 1.5209 -1.1274 2.1086 0.011
H 0.5927 -2.6351 1.6729 0.011
C -2.3779 -0.9209 1.9865 0.018
H -2.9141 -1.5324 1.2419 0.006
H -2.8631 0.0590 2.1312 0.005
H -2.3349 -1.4334 2.9607 -0.001
C 2.5446 2.4119 -1.0612 0.004
H 2.7085 3.4482 -0.7241 0.001
H 2.7341 2.3300 -2.1494 0.002
H 3.2318 1.7550 -0.5038 0.001
C -0.4211 3.0036 -1.3773 0.011
H -1.3440 2.8437 -0.7975 0.005
H -0.5798 2.7690 -2.4411 0.001
H -0.1067 4.0518 -1.2580 0.001
Ru 0.3170 1.3530 1.4099 2.412
C -1.1572 -2.6419 -2.2779 0.032
C -0.0080 -3.1599 -1.7864 0.027
C 1.1112 -3.6220 -2.6544 0.004
C 1.4394 -2.6517 -3.8154 0.003
C 1.2029 -1.2084 -3.5104 0.021
C 0.0770 -0.5476 -3.8489 0.009
C -1.1357 -1.2127 -4.4132 0.002
C -1.4870 -2.5573 -3.7317 0.004
C 0.8736 3.3624 1.7657 0.212
H -2.0133 -2.4212 -1.6251 0.001
H 0.0581 -3.5170 -0.7540 0.000
H 0.8386 -4.6050 -3.0722 0.002
H 2.0269 -3.7800 -2.0643 0.000
H 2.5069 -2.7653 -4.0541 0.000
H 0.8984 -2.9530 -4.7257 0.001
H 2.0939 -0.6778 -3.1429 0.000
H 0.0775 0.5419 -3.9792 0.001
H -0.9671 -1.3875 -5.4889 0.000
H -2.0132 -0.5497 -4.3454 0.000
H -2.5756 -2.6990 -3.8215 0.000
H -1.0358 -3.3948 -4.2863 0.001
H 0.0913 3.7915 2.3979 0.010
H 1.0510 4.0472 0.9341 0.015
H 1.7785 3.3121 2.3763 0.029
O -2.4767 2.0238 3.4509 0.095
C -1.4405 1.8459 4.0754 0.011
C -1.3048 1.9907 5.5891 0.000
C 0.1463 1.7242 5.8775 -0.001
C 0.7769 1.4256 4.5203 0.011
O 1.9564 1.1875 4.3249 0.105
N -0.2038 1.4939 3.5443 0.244
H -1.6041 2.9952 5.9087 0.000
H -1.9631 1.2827 6.1070 0.000
H 0.6226 2.5952 6.3401 0.000
H 0.2770 0.8829 6.5653 -0.001
```